Entry from the Open Molecules 2025 dataset: an isolated molecule of C6H8 (ωB97M-V/def2-TZVPD).

Atoms and positions in Å:
1 C 0.78140 1.31383 0.09280
2 C 0.61019 -0.12906 -0.44712
3 C 0.38746 -0.98758 0.82081
4 C -1.04661 -0.73872 1.20671
5 C -1.66417 -0.48366 -0.09151
6 C -0.74977 -0.22425 -1.05670
7 H 0.55930 2.08403 -0.65147
8 H 1.78459 1.47579 0.49606
9 H 1.43408 -0.40879 -1.11589
10 H 1.13363 -0.82057 1.60449
11 H 0.39596 -2.06191 0.57513
12 H 0.06518 1.43624 0.91402
13 H -2.73876 -0.42115 -0.23663
14 H -0.95247 -0.03420 -2.11069

## Properties
Energy relative to the best compared isomer or geometry (same formula, charge and spin)   3.0263 eV
LUMO (spin up / spin down)   -0.0158 / -0.0158 hartree
Electronic energy   -6347.7575 eV
Molecular weight   80.13 u



Entry from the Open Molecules 2025 dataset: a structure of composition C6H8 (ωB97M-V/def2-TZVPD).

Atoms and positions in Å:
1 C 0.55017 1.05750 0.84706
2 C -0.60678 0.09364 1.03277
3 C -0.85050 -0.58457 -0.29517
4 C -0.13565 0.00983 -1.47997
5 C 1.31447 -0.02651 0.05580
6 C 0.26726 -1.04914 0.57841
7 H 1.10309 1.19132 1.78543
8 H 0.39431 2.03988 0.38444
9 H -1.36968 0.08560 1.80706
10 H -1.77783 -1.14185 -0.41381
11 H 0.02007 -0.72575 -2.27409
12 H -0.48746 0.96743 -1.87434
13 H 1.10402 0.12303 -1.20762
14 H 0.43066 -2.04367 0.97634

## Properties
Energy relative to the best compared isomer or geometry (same formula, charge and spin)   5.0218 eV
LUMO   0.0331 hartree
Electronic energy   -6345.7621 eV
Molecular weight   80.13 u



Entry from the Open Molecules 2025 dataset: an isolated molecule of C6H8 (ωB97M-V/def2-TZVPD).

Atoms and positions in Å:
1 C -1.09429 0.75948 0.57014
2 C -0.36197 0.25099 -0.71247
3 C 1.07231 0.71346 -0.34592
4 C 1.26110 -0.14217 0.89752
5 C 0.68654 -1.41901 0.45134
6 C -0.19272 -1.23123 -0.55850
7 H -1.99384 0.19636 0.82751
8 H -1.28603 1.83352 0.54277
9 H -0.81738 0.58482 -1.65602
10 H 1.13979 1.79904 -0.20820
11 H 1.83190 0.38991 -1.06701
12 H -0.37801 0.60835 1.41191
13 H 0.87527 -2.35500 0.96512
14 H -0.74267 -1.98852 -1.11818

## Properties
Energy relative to the best compared isomer or geometry (same formula, charge and spin)   3.6391 eV
LUMO (spin up / spin down)   -0.0114 / -0.0114 hartree
Electronic energy   -6347.1448 eV
Molecular weight   80.13 u



Entry from the Open Molecules 2025 dataset: an isolated molecule of C6H8 (ωB97M-V/def2-TZVPD).

Atoms and positions in Å:
1 C -0.20315 1.44356 -2.46694
2 C -0.26360 0.28654 -1.74073
3 C 0.28903 0.12189 -0.39755
4 C -0.39311 -0.74900 0.39107
5 C -0.23530 -0.96219 1.77522
6 C 0.80122 -0.45324 2.48252
7 H 0.40429 2.21397 -2.05470
8 H -0.71983 1.54063 -3.44001
9 H -0.96204 -0.50781 -2.07665
10 H 0.77983 1.06764 -0.02517
11 H -1.15955 -1.48878 -0.07508
12 H -1.00233 -1.60476 2.09438
13 H 1.59901 0.05114 2.03286
14 H 1.06553 -0.95960 3.50077

## Properties
Energy relative to the best compared isomer or geometry (same formula, charge and spin)   1.9554 eV
LUMO   0.0014 hartree
Electronic energy   -6348.8285 eV
Molecular weight   80.13 u
SMILES   C=C/C=C/C=C



Entry from the Open Molecules 2025 dataset: an isolated molecule of C6H8 (ωB97M-V/def2-TZVPD).

Atoms and positions in Å:
1 C -1.54842 0.32273 0.42685
2 C -0.94106 0.95746 -0.58548
3 C 0.30942 0.21351 -0.94725
4 C 1.64184 0.27438 -0.29280
5 C 0.46470 -0.97010 -0.08503
6 C -0.51544 -0.69302 1.07613
7 H -2.53163 0.50463 0.87373
8 H -1.18320 1.84491 -1.17879
9 H 0.44424 -0.01887 -1.99823
10 H 1.86610 0.61282 0.70917
11 H 2.46635 0.59831 -0.97557
12 H 0.41516 -1.99764 -0.48126
13 H -0.04997 -0.04854 1.82700
14 H -0.83807 -1.60060 1.63152

## Properties
Energy relative to the best compared isomer or geometry (same formula, charge and spin)   2.2304 eV
LUMO   0.0436 hartree
Electronic energy   -6348.5534 eV
Molecular weight   80.13 u
SMILES   C1=C[C@H]2C[C@H]2C1



Entry from the Open Molecules 2025 dataset: an isolated molecule of C6H8 (ωB97M-V/def2-TZVPD).

Atoms and positions in Å:
1 C 2.12434 -0.85300 -0.22232
2 C 1.55919 -1.90279 -0.71346
3 C 0.90442 -0.23787 0.57016
4 C -0.12619 0.51399 -0.24579
5 C -1.42382 0.90524 0.40750
6 C -1.41058 -0.13513 -0.67825
7 H 3.11092 -0.39686 -0.20269
8 H 0.40561 -0.98259 1.20179
9 H 1.41359 0.43791 1.25843
10 H 0.29623 1.23095 -0.94500
11 H -1.83782 1.88499 0.18644
12 H -1.60627 0.56934 1.42603
13 H -1.58520 -1.17119 -0.39670
14 H -1.82443 0.13700 -1.64615

## Properties
Energy relative to the best compared isomer or geometry (same formula, charge and spin)   3.9922 eV
LUMO   0.0087 hartree
Electronic energy   -6346.7916 eV
Molecular weight   80.13 u